A 19-piece molecular cluster, C82H213N11O38 overall at a distorted geometry. Source: OMol25; level of theory: ωB97M-V with the def2-TZVPD basis set.

Summary:
- multiplicity = 1
- electronic energy (eV) = -182665.241
- charge = 0
- largest force on an atom (hartree/bohr) = 0.0648
- E_LUMO (eV) = 0.366

The geometry in XYZ format:
```
344
Properties=species:S:1:pos:R:3:lowdin_charge:R:1
C 7.92767 -2.10347 -2.96637 -0.09
O 7.45932 -3.03211 -1.99768 -0.21
C 7.51545 -4.36066 -2.47053 -0.20
C 6.18872 -4.68434 -3.16655 -0.23
N 6.22371 -6.01482 -3.64526 -0.07
C 5.05114 -6.48197 -4.30123 -0.19
C 5.06532 -6.06135 -5.80759 -0.19
O 4.13636 -6.74566 -6.60820 -0.21
C 4.36720 -6.40123 -7.93720 -0.12
H 7.41262 -2.27970 -3.92334 0.08
H 9.01051 -2.14267 -3.06736 0.09
H 7.74802 -1.09766 -2.52710 0.10
H 7.61311 -5.07017 -1.63375 0.12
H 8.26343 -4.58309 -3.24777 0.14
H 6.16637 -4.00093 -4.01915 0.11
H 5.26294 -4.59311 -2.59154 0.10
H 6.44252 -6.59704 -2.83215 0.07
H 4.12900 -6.17374 -3.85230 0.09
H 5.07741 -7.58966 -4.26471 0.13
H 6.04458 -6.27121 -6.21820 0.12
H 4.88195 -4.95347 -5.85587 0.13
H 5.38889 -6.69535 -8.25791 0.10
H 4.24050 -5.34902 -8.17993 0.09
H 3.69350 -6.95628 -8.56364 0.09
C -0.64970 -4.24606 1.72631 -0.05
O -1.80997 -3.59957 1.12458 -0.19
C -1.35189 -2.79654 0.04092 -0.22
C -2.55457 -2.09161 -0.52349 -0.26
N -2.28280 -1.50577 -1.74043 -0.07
C -3.50015 -0.75012 -2.20940 -0.13
C -4.40865 -1.71317 -3.03578 -0.17
O -5.59098 -0.98309 -3.45052 -0.21
C -5.28723 -0.20133 -4.60318 -0.11
H -0.96085 -4.91953 2.53389 0.10
H -0.13190 -3.41014 2.12947 0.05
H -0.22402 -4.91663 0.98382 0.07
H -0.88951 -3.37109 -0.74240 0.10
H -0.53432 -2.05412 0.31876 0.10
H -2.95749 -1.31684 0.21676 0.13
H -3.35600 -2.86454 -0.64965 0.13
H -1.47258 -0.95717 -1.64278 0.07
H -3.12440 0.04979 -2.85918 0.10
H -4.06732 -0.35874 -1.30347 0.10
H -4.79573 -2.53191 -2.39072 0.13
H -3.88315 -2.07934 -3.93901 0.12
H -6.09976 0.44933 -4.92238 0.09
H -5.00949 -0.85466 -5.47329 0.10
H -4.45382 0.43617 -4.41902 0.05
C -0.28645 5.82887 0.42231 -0.10
O 0.43128 5.92450 -0.76343 -0.23
C 1.69096 5.24701 -0.58617 -0.20
C 2.45550 5.50957 -1.83586 -0.21
N 2.97646 6.89397 -1.87480 -0.03
C 2.01082 7.92114 -2.32231 -0.20
C 2.71336 9.25517 -2.26128 -0.22
O 3.62172 9.27799 -3.36719 -0.18
C 4.27284 10.47437 -3.43557 -0.16
H -0.26098 4.84363 0.90508 0.10
H -1.32125 6.10829 0.19147 0.08
H 0.08759 6.59959 1.09357 0.08
H 1.56315 4.18404 -0.35750 0.12
H 2.23040 5.77158 0.19774 0.13
H 1.91445 5.28074 -2.80333 0.13
H 3.31945 4.85145 -1.84424 0.09
H 3.78757 6.88486 -2.48064 0.10
H 1.11082 7.96164 -1.65743 0.11
H 1.59761 7.78776 -3.35066 0.13
H 3.21515 9.42723 -1.30679 0.13
H 1.96211 10.00972 -2.44160 0.11
H 4.95568 10.37552 -4.24013 0.07
H 4.83995 10.68235 -2.51702 0.09
H 3.61074 11.34067 -3.66596 0.10
C -8.40753 5.73767 -0.77910 -0.10
O -8.14116 4.54770 -0.03424 -0.21
C -8.44821 4.69071 1.33195 -0.24
C -7.72059 3.60547 2.05315 -0.21
N -6.29012 3.82595 2.13524 -0.04
C -5.62896 2.88281 2.98005 -0.22
C -5.97499 3.11886 4.42669 -0.20
O -7.18592 2.52497 4.88790 -0.20
C -7.09654 1.12019 4.99059 -0.09
H -7.69747 6.58400 -0.70103 0.10
H -9.44857 6.02384 -0.58561 0.09
H -8.47244 5.38200 -1.78296 0.07
H -9.57273 4.64539 1.46020 0.14
H -8.13439 5.70363 1.67758 0.13
H -7.95261 2.66481 1.54744 0.12
H -8.09735 3.58039 3.09606 0.13
H -6.00483 3.64368 1.16770 0.08
H -4.53926 2.99214 2.89621 0.08
H -5.79288 1.85767 2.64097 0.10
H -6.07301 4.17408 4.60791 0.12
H -5.12245 2.78738 5.05452 0.12
H -6.23303 0.88213 5.58716 0.07
H -6.93009 0.65887 4.02409 0.06
H -8.04619 0.75229 5.43574 0.10
C 4.62987 2.55341 -0.03690 -0.11
O 3.75854 1.54452 0.40361 -0.25
C 4.31559 0.52256 1.28208 -0.15
C 5.40696 -0.42190 0.61725 -0.19
N 5.67847 -1.47911 1.57077 -0.06
C 6.42985 -2.62344 1.05804 -0.16
C 5.54672 -3.65306 0.31014 -0.19
O 4.60210 -4.27748 1.15263 -0.20
C 3.31946 -3.72195 1.27726 -0.10
H 3.95780 3.42906 -0.12924 0.08
H 5.16812 2.34357 -0.94013 0.08
H 5.31815 2.78759 0.77863 0.09
H 3.51329 -0.14030 1.61091 0.10
H 4.69071 0.96706 2.19170 0.11
H 6.29662 0.09764 0.37948 0.10
H 5.01241 -0.81879 -0.30703 0.10
H 4.87514 -1.77505 2.13776 0.06
H 7.02630 -3.05592 1.87380 0.10
H 7.12307 -2.23920 0.28189 0.11
H 6.18310 -4.42014 -0.14288 0.09
H 5.00253 -3.11130 -0.47072 0.12
H 3.25220 -2.61027 1.23799 0.08
H 2.87544 -4.05171 2.19702 0.08
H 2.64843 -4.18568 0.51013 0.10
C -2.01576 -0.51289 -7.88908 -0.09
O -1.54116 0.36229 -6.89760 -0.21
C -2.01501 1.65966 -6.95611 -0.24
C -1.42551 2.50770 -5.83554 -0.20
N -1.68071 1.90536 -4.54000 -0.03
C -1.36597 2.78285 -3.41021 -0.20
C 0.07848 3.15231 -3.21818 -0.21
O 0.79821 1.93488 -2.96355 -0.23
C 2.22858 2.08006 -3.05627 -0.06
H -1.72529 -1.50413 -7.53962 0.07
H -1.53346 -0.24523 -8.81211 0.09
H -3.11905 -0.42303 -7.92637 0.10
H -3.12389 1.67361 -6.77178 0.13
H -1.83582 2.14441 -7.92048 0.13
H -1.87716 3.45708 -5.88893 0.11
H -0.37083 2.65425 -5.98219 0.11
H -1.11279 1.07537 -4.46358 0.09
H -1.74105 2.37583 -2.43512 0.10
H -1.89564 3.73370 -3.50530 0.11
H 0.08663 3.74393 -2.32475 0.09
H 0.54117 3.73198 -4.04661 0.13
H 2.59826 1.18320 -2.46659 0.09
H 2.67228 2.94177 -2.51943 0.07
H 2.59993 2.05929 -4.09814 0.09
C -7.14650 1.02942 9.91954 -0.13
O -5.96125 0.66043 9.29449 -0.19
C -4.84690 0.52544 10.12695 -0.27
C -3.68398 0.07336 9.29130 -0.19
N -3.31234 1.24037 8.44696 -0.05
C -2.21574 0.92497 7.63527 -0.25
C -1.51290 2.08771 6.91422 -0.22
O -2.29253 2.51526 5.81187 -0.18
C -1.55275 3.58510 5.25848 -0.12
H -7.46387 0.33398 10.73941 0.10
H -7.93129 1.00994 9.19873 0.07
H -7.14495 2.08579 10.31291 0.10
H -5.01167 -0.28325 10.90257 0.13
H -4.56083 1.48925 10.64550 0.14
H -4.03463 -0.77172 8.71888 0.12
H -2.87111 -0.15003 9.96756 0.12
H -4.06951 1.54373 7.84253 0.11
H -2.47880 0.19429 6.83510 0.12
H -1.45790 0.38203 8.24533 0.11
H -0.57167 1.65165 6.54196 0.09
H -1.25287 2.88034 7.62957 0.13
H -1.44850 4.38070 6.05113 0.11
H -2.09691 3.97220 4.45463 0.04
H -0.57619 3.20846 4.90745 0.09
C -3.97113 5.84770 2.91986 -0.13
O -2.65772 6.23839 2.83129 -0.20
C -2.31059 7.05061 3.93956 -0.22
C -0.83610 7.38207 3.83732 -0.20
N 0.02701 6.22159 4.09836 -0.03
C 1.47116 6.49555 4.04063 -0.20
C 2.27932 5.22327 4.02678 -0.23
O 1.95268 4.59426 2.81863 -0.21
C 2.39243 3.28020 2.74348 -0.10
H -4.10893 5.23939 3.84136 0.10
H -4.30811 5.40372 1.99860 0.06
H -4.51362 6.76622 2.99034 0.08
H -2.47090 6.55313 4.90182 0.12
H -2.93028 7.96353 3.93702 0.13
H -0.64634 8.15177 4.57239 0.12
H -0.71911 7.74837 2.82690 0.10
H -0.12326 5.64655 3.28682 0.07
H 1.80249 7.06377 4.87507 0.11
H 1.67323 7.05683 3.08169 0.13
H 2.07994 4.57363 4.89707 0.13
H 3.34817 5.43724 4.10568 0.12
H 2.07847 2.88944 1.77086 0.07
H 1.94336 2.63702 3.51649 0.09
H 3.48672 3.31489 2.65514 0.10
C -3.56576 4.55992 -0.67750 -0.07
O -4.75408 3.74267 -0.60790 -0.19
C -4.83185 2.75241 -1.61056 -0.21
C -5.88962 1.76407 -1.22385 -0.16
N -5.38057 0.78663 -0.20967 -0.06
C -6.39731 -0.18809 0.11057 -0.19
C -5.90596 -1.29247 1.05900 -0.24
O -5.51970 -0.70965 2.25379 -0.19
C -4.88853 -1.72167 3.07425 -0.06
H -2.62939 4.01365 -0.50136 0.07
H -3.63234 5.32955 0.08579 0.06
H -3.42847 5.13375 -1.63019 0.08
H -3.88768 2.24155 -1.72312 0.09
H -5.05896 3.19743 -2.61333 0.14
H -6.00707 1.10141 -2.06334 0.10
H -6.80336 2.16184 -0.85045 0.11
H -5.06046 1.30265 0.57948 0.07
H -6.83116 -0.54939 -0.83627 0.12
H -7.29879 0.25655 0.55662 0.11
H -5.09161 -1.92525 0.70098 0.09
H -6.68126 -2.03399 1.17300 0.12
H -4.14619 -2.22658 2.50509 0.06
H -5.61522 -2.46161 3.37251 0.09
H -4.47893 -1.25044 3.96325 0.09
C 1.34515 -0.21557 9.14030 -0.12
O 1.18524 -0.28119 7.76279 -0.19
C 2.12612 0.35582 6.93696 -0.23
C 1.67116 0.29355 5.52428 -0.22
N 1.70810 -1.04846 5.02285 -0.04
C 0.95856 -1.22166 3.71033 -0.15
C -0.49729 -1.47649 3.98856 -0.18
O -0.67411 -2.73676 4.72378 -0.20
C -1.94684 -2.94770 5.24814 -0.11
H 0.99829 -1.13538 9.59435 0.08
H 0.77916 0.59626 9.63406 0.09
H 2.41956 -0.20877 9.41939 0.10
H 3.18789 0.05363 7.02808 0.14
H 2.10091 1.43014 7.16189 0.13
H 2.42980 0.87630 5.03437 0.11
H 0.68293 0.73416 5.44655 0.10
H 1.24020 -1.67532 5.67346 0.12
H 1.42111 -2.04500 3.11518 0.11
H 1.05398 -0.41234 3.00306 0.09
H -1.09177 -1.61056 3.05375 0.12
H -0.91895 -0.61976 4.48590 0.11
H -2.70077 -2.88888 4.46922 0.06
H -2.15229 -2.22192 6.09443 0.10
H -1.93639 -3.98872 5.61798 0.10
C -2.34797 2.40014 2.15403 -0.11
O -1.08562 1.93935 1.85311 -0.16
C -0.91601 1.47113 0.54795 -0.22
C 0.21722 0.47083 0.54169 -0.20
N 0.39864 -0.11392 -0.74941 -0.07
C 1.51421 -1.02884 -0.82925 -0.19
C 1.37169 -1.80010 -2.13370 -0.20
O 2.42577 -2.75993 -2.14311 -0.19
C 2.32613 -3.69931 -3.19262 -0.08
H -2.51288 3.43507 1.88025 0.07
H -2.54572 2.26129 3.23016 0.08
H -2.99633 1.77150 1.51215 0.09
H -0.73909 2.31632 -0.09261 0.10
H -1.77770 0.98672 0.03987 0.12
H -0.12552 -0.32282 1.22207 0.10
H 1.18238 0.87991 0.95624 0.12
H 0.52646 0.61655 -1.47938 0.10
H 1.36718 -1.76371 -0.01601 0.11
H 2.46144 -0.52583 -0.64694 0.10
H 1.33741 -1.02183 -2.96530 0.13
H 0.41009 -2.32516 -2.26349 0.10
H 2.48807 -3.20081 -4.16842 0.07
H 1.33623 -4.16009 -3.19876 0.09
H 3.15422 -4.37249 -3.01748 0.06
C 5.02432 0.11056 -4.27108 -0.22
C 4.26300 -1.23422 -4.30213 -0.23
O 4.59863 -1.93026 -5.50686 -0.08
O 4.57300 1.03247 -5.26426 -0.06
H 6.10748 -0.08610 -4.38235 0.11
H 4.80439 0.59040 -3.31279 0.10
H 3.20459 -1.01626 -4.28456 0.09
H 4.58938 -1.75685 -3.44149 0.10
H 4.02448 -1.67434 -6.24779 0.06
H 4.70014 0.58745 -6.08596 0.06
C -1.94588 6.88452 -3.60748 -0.25
C -1.67142 8.38523 -3.35122 -0.21
O -1.39296 8.54227 -1.94298 -0.08
O -0.82811 6.07927 -3.30935 -0.08
H -2.25154 6.70836 -4.61295 0.11
H -2.84869 6.57815 -3.08381 0.09
H -2.42772 9.08958 -3.80267 0.13
H -0.74027 8.73163 -3.85116 0.12
H -2.18839 8.30243 -1.46130 0.08
H -0.47365 6.21369 -2.38890 0.07
C 5.98130 -3.59278 4.64028 -0.25
C 4.97660 -2.49212 5.08514 -0.20
O 4.04311 -2.11628 4.04013 -0.13
O 5.34489 -4.71274 4.08924 -0.06
H 6.57760 -3.97179 5.50059 0.12
H 6.80560 -3.19575 3.99801 0.11
H 5.51362 -1.60385 5.39039 0.10
H 4.41311 -2.86067 5.94826 0.11
H 3.26731 -1.66001 4.45257 0.03
H 5.28665 -4.64725 3.12492 0.06
C -1.75138 -4.70410 -3.04122 -0.25
C -2.43496 -5.47896 -4.12247 -0.20
O -2.41693 -6.86786 -3.62000 -0.08
O -1.33376 -3.48093 -3.62341 -0.13
H -0.91834 -5.33002 -2.71763 0.11
H -2.42784 -4.55580 -2.18649 0.13
H -1.83696 -5.40576 -5.05719 0.13
H -3.41134 -4.99534 -4.21275 0.12
H -3.13700 -7.35433 -4.06089 0.09
H -1.65782 -2.74103 -3.02891 0.07
C -0.06718 -8.13947 -0.60279 -0.21
C 0.72365 -8.36163 0.69195 -0.19
O 1.02162 -6.99790 1.18886 -0.12
O -0.06526 -9.39072 -1.35526 -0.11
H 0.51992 -7.36476 -1.16770 0.12
H -1.10119 -7.80754 -0.44792 0.12
H 1.66911 -8.89235 0.43278 0.10
H 0.19652 -8.93932 1.44799 0.11
H 1.57705 -6.98722 1.97661 0.08
H 0.74432 -9.41923 -1.91829 0.05
C 5.48004 -7.12768 -0.46004 -0.27
C 4.33955 -8.08530 -0.38409 -0.23
O 4.83236 -9.18695 0.36016 -0.05
O 6.51720 -7.60701 -1.23976 -0.06
H 5.84690 -6.96264 0.57181 0.14
H 5.14974 -6.15633 -0.81374 0.10
H 4.14050 -8.40032 -1.45778 0.13
H 3.43526 -7.61795 0.00702 0.10
H 4.28441 -9.96218 0.41235 0.08
H 6.66358 -8.51001 -0.95267 0.10
C 0.31572 -1.88683 -5.85125 -0.29
C 1.08665 -1.67191 -7.10369 -0.18
O 2.19798 -0.72791 -6.89139 -0.08
O -0.64549 -2.85860 -6.11979 -0.07
H -0.13029 -0.92846 -5.56138 0.11
H 1.03088 -2.21327 -5.10930 0.09
H 0.41229 -1.27904 -7.83998 0.09
H 1.52986 -2.58544 -7.51776 0.13
H 1.82918 -0.05973 -6.30989 0.07
H -1.06793 -3.11028 -5.25776 0.05
C 1.39503 -8.42379 -5.72491 -0.22
C 0.97394 -9.01928 -4.38793 -0.28
O 1.85406 -8.80493 -3.36708 -0.08
O 2.52113 -9.13159 -6.27013 -0.07
H 1.71358 -7.40393 -5.53260 0.11
H 0.54398 -8.44851 -6.39556 0.11
H 0.87612 -10.09485 -4.59110 0.13
H 0.00487 -8.66348 -3.99329 0.12
H 2.69929 -9.24080 -3.57994 0.11
H 3.17080 -8.43152 -6.42294 0.04
```